Entry 1:
Density functional theory data (the ωB97M-V functional and the def2-TZVPD basis) for a molecular structure, C22H32FeN6OS in a non-equilibrium geometry.

```
! RIJCOSX wB97M-V def2-TZVPD def2/J DEFGRID3
* xyz 3 2
Fe 1.16 -1.46 -1.05
C 3.82 -0.59 -0.69
C 3.33 -0.30 0.70
N 1.84 -0.32 0.67
C 1.21 -0.89 1.86
C 1.03 -2.36 1.68
C 0.86 -3.24 2.72
C 0.63 -4.58 2.43
C 0.59 -5.00 1.11
C 0.76 -4.07 0.11
C 0.63 -4.39 -1.33
N 1.22 -3.34 -2.17
C 2.63 -3.58 -2.59
C 3.37 -2.29 -2.47
N 3.24 -1.88 -1.06
N 0.98 -2.78 0.40
H 4.91 -0.58 -0.73
H 3.45 0.16 -1.39
H 3.73 0.66 1.04
H 3.67 -1.06 1.40
H 1.51 0.64 0.57
H 0.23 -0.44 2.00
H 1.79 -0.68 2.76
H 0.89 -2.89 3.75
H 0.47 -5.29 3.24
H 0.43 -6.04 0.86
H -0.44 -4.47 -1.56
H 1.06 -5.37 -1.56
H 0.66 -3.25 -3.01
H 2.70 -3.94 -3.62
H 3.06 -4.35 -1.95
H 2.90 -1.52 -3.08
H 4.40 -2.38 -2.81
H 3.56 -2.63 -0.44
C -1.52 4.67 -1.74
C -0.44 3.62 -2.01
C -1.01 2.23 -2.29
N -1.78 1.75 -1.13
C -1.78 0.58 -0.57
S -0.94 -0.82 -1.25
N -2.44 0.37 0.59
C -2.11 1.26 1.76
O -1.22 0.86 2.46
C -2.88 2.48 1.87
C -3.97 2.75 1.03
C -4.69 3.92 1.19
C -4.37 4.80 2.22
C -3.30 4.53 3.07
C -2.56 3.37 2.91
H -1.06 5.65 -1.63
H -2.06 4.48 -0.80
H -2.24 4.73 -2.55
H 0.25 3.56 -1.17
H 0.13 3.91 -2.89
H -0.22 1.52 -2.50
H -1.68 2.26 -3.15
H -2.38 2.45 -0.70
H -2.46 -0.60 0.88
H -4.29 2.02 0.29
H -5.51 4.15 0.52
H -4.95 5.70 2.36
H -3.05 5.22 3.86
H -1.75 3.13 3.59
*
```

The value obtained for the gap between HOMO and LUMO (alpha / beta) is 5.6 / 6.0 eV. The calculation puts the total energy at -2922.266938 a.u. For the energy above the lowest of the compared OMol25 structures with the same formula, charge and spin, the calculation gives 190.78 kJ/mol. The LUMO energy (alpha / beta) comes out at -11.3 / -10.9 eV.

=====

Entry 2:
Density functional theory data (the ωB97M-V functional and the def2-TZVPD basis) for a molecular structure, C22H32N10OS2Sc in a non-equilibrium geometry.

```
! RIJCOSX wB97M-V def2-TZVPD def2/J DEFGRID3
* xyz 1 1
Sc -0.04 0.31 -0.16
N -0.07 1.07 4.43
C -0.26 1.06 3.05
S 1.18 1.15 2.08
N -1.49 0.94 2.68
N -1.68 0.82 1.29
C -2.92 0.97 0.99
C -3.51 0.90 -0.33
C -4.90 1.00 -0.44
C -5.52 0.99 -1.67
C -4.73 0.89 -2.82
C -3.36 0.80 -2.74
C -2.72 0.80 -1.49
O -1.41 0.71 -1.41
H 0.75 1.57 4.73
H -0.91 1.31 4.95
H -3.60 1.16 1.82
H -5.49 1.09 0.47
H -6.60 1.07 -1.74
H -5.21 0.89 -3.79
H -2.74 0.72 -3.62
C 3.08 2.23 -2.93
C 2.06 1.88 -1.89
N 1.64 0.68 -1.67
N 2.30 -0.28 -2.42
C 1.64 -1.39 -2.62
N 2.36 -2.35 -3.29
S 0.04 -1.82 -2.09
C 1.45 2.97 -1.09
C 2.01 4.24 -1.07
C 1.40 5.23 -0.32
C 0.23 4.94 0.36
C -0.25 3.64 0.30
N 0.35 2.69 -0.40
H 3.10 1.47 -3.70
H 4.07 2.28 -2.48
H 2.85 3.20 -3.38
H 3.17 -2.02 -3.79
H 1.83 -3.09 -3.70
H 2.92 4.45 -1.62
H 1.82 6.23 -0.29
H -0.29 5.69 0.94
H -1.14 3.35 0.85
N 1.17 -3.59 4.59
C 0.98 -2.23 3.90
C 2.15 -1.99 2.95
C 2.00 -2.61 1.54
N 1.88 -1.55 0.52
C 0.79 -3.53 1.43
C -0.53 -2.92 1.92
N -1.03 -1.98 0.91
C -0.40 -2.20 3.27
H 2.07 -3.64 5.07
H 1.14 -4.34 3.91
H 0.43 -3.76 5.28
H 1.03 -1.51 4.72
H 3.08 -2.31 3.42
H 2.21 -0.91 2.85
H 2.89 -3.21 1.35
H 1.88 -1.99 -0.39
H 2.70 -0.95 0.55
H 1.00 -4.46 1.98
H 0.67 -3.86 0.39
H -1.24 -3.74 2.03
H -1.99 -1.73 1.12
H -1.03 -2.44 0.00
H -1.14 -2.58 3.99
H -0.65 -1.15 3.14
*
```

The value obtained for the gap between HOMO and LUMO is 6.7 eV. The calculation puts the total energy at -3037.420234 a.u. For the energy above the lowest of the compared OMol25 structures with the same formula, charge and spin, the calculation gives 125.27 kJ/mol. The LUMO energy comes out at -3.0 eV.

=====

Entry 3:
Density functional theory data (the ωB97M-V functional and the def2-TZVPD basis) for C22H32N2O2 in the gas phase close to a stationary point.

```
! RIJCOSX wB97M-V def2-TZVPD def2/J DEFGRID3
* xyz 0 1
C -0.74 -0.38 1.62
C -0.25 -0.27 0.19
C -0.84 -1.36 -0.73
C -2.32 -1.17 -0.95
C -2.76 -0.14 -1.78
C -4.12 0.09 -1.98
C -5.04 -0.73 -1.35
C -4.61 -1.76 -0.52
C -3.26 -1.98 -0.31
C -5.80 -2.49 0.07
C -6.95 -2.07 -0.86
C -6.55 -0.68 -1.39
N 1.21 -0.33 0.17
C 1.92 0.12 -0.88
O 1.42 0.69 -1.85
C 3.42 -0.15 -0.82
O 3.84 -0.56 0.47
C 3.86 -1.17 -1.90
C 4.64 -0.05 -2.64
C 6.13 -0.33 -2.80
C 6.39 -1.41 -3.84
C 5.79 -1.04 -5.20
N 6.03 -2.11 -6.17
C 4.31 -0.73 -5.05
C 4.04 0.33 -3.99
C 4.28 0.93 -1.50
H -1.83 -0.34 1.65
H -0.43 -1.34 2.06
H -0.34 0.42 2.23
H -0.53 0.70 -0.23
H -0.32 -1.31 -1.68
H -0.65 -2.34 -0.28
H -2.03 0.48 -2.28
H -4.44 0.88 -2.64
H -2.93 -2.78 0.34
H -5.65 -3.57 0.12
H -5.98 -2.14 1.09
H -7.00 -2.77 -1.70
H -7.92 -2.08 -0.37
H -6.92 0.11 -0.73
H -6.95 -0.48 -2.39
H 1.71 -0.85 0.87
H 3.96 0.23 1.01
H 4.49 -1.94 -1.47
H 3.04 -1.62 -2.46
H 6.64 0.60 -3.09
H 6.55 -0.63 -1.83
H 7.45 -1.61 -3.95
H 5.93 -2.36 -3.52
H 6.29 -0.12 -5.54
H 5.16 -2.47 -6.54
H 6.57 -1.78 -6.96
H 3.89 -0.42 -6.01
H 3.79 -1.66 -4.77
H 2.97 0.51 -3.87
H 4.49 1.28 -4.31
H 3.73 1.82 -1.81
H 5.13 1.22 -0.88
*
```

The value obtained for the gap between HOMO and LUMO is 9.2 eV. The calculation puts the total energy at -1117.544668 a.u. For the energy above the lowest of the compared OMol25 structures with the same formula, charge and spin, the calculation gives 80.08 kJ/mol. The LUMO energy comes out at 0.7 eV.

=====

Entry 4:
Density functional theory data (the ωB97M-V functional and the def2-TZVPD basis) for C22H32N2O5 in the gas phase.

```
! RIJCOSX wB97M-V def2-TZVPD def2/J DEFGRID3
* xyz 0 1
C 3.31 0.00 -3.97
O 2.70 -0.31 -2.74
C 1.36 -0.20 -2.56
C 0.95 -0.38 -1.25
C -0.38 -0.33 -0.85
C -0.85 -0.51 0.50
C 0.01 -0.95 1.63
O -0.09 -0.46 2.75
N 0.84 -1.98 1.34
C 1.82 -2.50 2.26
C 3.24 -2.07 1.87
C 3.50 -0.61 2.23
O 3.81 -0.55 3.60
C 3.62 0.71 4.22
C 2.21 0.83 4.79
C 4.67 0.84 5.32
C -2.15 -0.26 0.77
N -3.07 0.07 -0.17
C -4.43 0.36 0.24
C -4.54 1.71 0.97
C -4.08 2.85 0.07
C -5.99 1.92 1.41
C -2.75 0.17 -1.52
O -3.61 0.42 -2.35
C -1.34 -0.02 -1.83
C -0.94 0.15 -3.16
C 0.38 0.05 -3.56
O 0.78 0.18 -4.86
C -0.19 0.45 -5.84
H 3.08 1.02 -4.30
H 4.38 -0.08 -3.78
H 3.02 -0.70 -4.76
H 1.74 -0.53 -0.52
H 0.86 -2.33 0.40
H 1.75 -3.59 2.28
H 1.59 -2.11 3.25
H 3.97 -2.68 2.40
H 3.39 -2.22 0.79
H 4.34 -0.21 1.64
H 2.61 -0.01 2.01
H 3.79 1.51 3.47
H 1.46 0.61 4.03
H 2.08 0.13 5.60
H 2.04 1.84 5.16
H 4.55 1.79 5.84
H 5.67 0.78 4.91
H 4.54 0.03 6.03
H -2.52 -0.36 1.78
H -4.78 -0.45 0.89
H -5.03 0.38 -0.67
H -3.90 1.68 1.86
H -4.65 2.86 -0.86
H -3.03 2.73 -0.19
H -4.21 3.80 0.57
H -6.08 2.86 1.95
H -6.32 1.12 2.06
H -6.65 1.96 0.54
H -1.72 0.38 -3.87
H -0.69 1.40 -5.65
H -0.93 -0.35 -5.90
H 0.36 0.50 -6.78
*
```

The value obtained for the gap between HOMO and LUMO is 8.6 eV. The calculation puts the total energy at -1343.246940 a.u. For the energy above the lowest of the compared OMol25 structures with the same formula, charge and spin, the calculation gives 209.13 kJ/mol. The LUMO energy comes out at 0.6 eV. As for the SMILES: COc1cc2c(C(=O)NCCCOC(C)C)cn(CC(C)C)c(=O)c2cc1OC.